1.
DFT (ωB97M-V/def2-TZVPD) results for a cluster of 9 separate species, C32H68N4O19 in total in a non-equilibrium geometry.

Computed properties:
Largest force on an atom   3.43 eV/Å
Net charge   0
LUMO   0.5160 eV
Orbital gap   9.508 eV
DFT total energy   -2908.6647 Eh

```
123
Properties=species:S:1:pos:R:3:forces:R:3
C 1.19897 -2.97936 23.01055 -0.224 1.052 0.304
C 1.35351 -3.85954 21.79192 0.226 0.412 -0.051
O 2.71240 -4.39502 21.59356 0.204 0.251 0.737
C 3.20346 -5.25336 22.50475 0.933 -0.229 -0.069
O 2.63080 -5.84208 23.38869 -0.301 0.497 -0.675
O 4.54415 -5.46530 22.32876 -2.020 -0.483 0.695
C 5.25531 -4.62146 21.47593 1.716 0.547 0.145
H 1.41967 -3.59078 23.86946 0.445 -0.100 0.488
H 0.13368 -2.64800 23.21327 1.144 -0.295 -0.888
H 1.86955 -2.09869 22.98152 -0.421 -0.366 0.118
H 1.11090 -3.35009 20.83474 0.079 -0.686 0.749
H 0.75995 -4.69850 22.04367 -0.908 -0.938 -0.693
H 6.31283 -4.88604 21.70571 -0.622 0.290 -0.393
H 5.11050 -3.56751 21.80175 -0.021 -0.566 -0.815
H 5.06712 -4.85620 20.41781 -0.128 0.517 0.326
C -3.02248 -2.67473 25.24221 2.344 -2.225 1.157
C -4.10331 -1.83703 24.71884 -0.430 0.320 -0.813
O -4.34551 -2.16174 23.33309 0.666 0.629 -0.440
C -3.52237 -1.53627 22.49898 0.323 0.760 -1.072
O -2.61097 -0.78971 22.78184 -0.550 -0.579 -0.074
O -3.93772 -1.80652 21.24414 0.212 -0.241 0.113
C -3.26322 -1.13122 20.15791 -0.666 0.178 0.039
H -2.06240 -2.48550 24.73202 -0.298 0.609 0.338
H -3.06543 -3.79814 25.05079 -0.927 1.325 0.313
H -2.86479 -2.54802 26.34867 -0.161 -0.016 -1.040
H -3.92805 -0.76053 24.86023 0.137 -0.357 -0.280
H -5.06400 -2.06467 25.07885 -1.081 -0.355 1.233
H -3.33579 -0.03634 20.36351 0.830 -0.855 -0.240
H -3.90199 -1.32397 19.28654 0.120 -0.045 0.250
H -2.27516 -1.59243 19.94721 -0.411 0.749 0.532
C -5.80276 -11.33627 21.50210 0.634 0.600 -1.180
C -5.38973 -9.99337 22.08484 -1.832 -0.389 -0.715
O -4.98765 -10.13010 23.42135 2.110 0.692 1.619
C -3.68483 -9.97208 23.83479 -0.366 -1.560 -0.660
O -2.66745 -10.00298 23.18128 -0.985 0.494 -0.372
O -3.69560 -9.99199 25.16525 -0.483 -0.133 0.311
C -2.47333 -10.36545 25.79341 0.336 -0.605 -0.128
H -6.24768 -11.11021 20.52034 0.060 -0.118 0.184
H -6.57828 -11.76996 22.09485 -0.275 -0.574 0.496
H -4.96252 -12.00893 21.29789 -0.183 -0.016 0.384
H -6.34342 -9.42705 22.15017 0.868 0.179 -0.137
H -4.69659 -9.49810 21.42610 0.522 0.331 0.169
H -2.26248 -11.44751 25.73576 -0.381 0.318 -0.399
H -2.56022 -10.14919 26.83689 -0.255 0.433 0.533
H -1.64225 -9.83801 25.36575 0.341 0.340 -0.180
C -8.05514 -4.09295 22.14445 0.053 -0.248 1.606
C -6.56944 -4.18640 22.18231 0.819 -0.217 1.378
O -6.14169 -4.69378 23.50619 -0.450 0.353 -0.640
C -6.06911 -6.00978 23.67403 0.848 0.242 0.792
O -6.05938 -6.89188 22.85112 -0.479 0.272 -0.169
O -5.87861 -6.19231 24.99139 -0.496 0.560 -0.373
C -6.03321 -7.52219 25.48414 -0.073 0.031 -1.149
H -8.33795 -3.86914 21.17310 -0.752 0.551 -1.961
H -8.50821 -3.36950 22.83274 0.449 0.023 -0.123
H -8.46262 -5.04798 22.39670 -0.450 -0.765 0.074
H -6.11901 -3.19298 22.12853 0.271 -0.446 -0.245
H -6.16488 -4.91946 21.48925 -0.098 0.414 -0.437
H -5.97543 -7.36264 26.53798 0.134 -0.454 0.728
H -5.19877 -8.11613 25.07293 -0.781 -0.127 0.511
H -7.05246 -7.87861 25.22189 0.820 -0.162 0.039
C -3.80413 -6.98840 28.76388 -0.383 0.899 1.154
C -3.82073 -5.87008 27.75046 -0.094 -0.682 -0.080
O -2.47516 -5.48996 27.42528 -0.809 -0.021 0.817
C -1.99477 -6.15925 26.38201 -0.963 1.986 0.903
O -2.65414 -6.87518 25.69182 0.455 -1.345 -0.972
O -0.77723 -5.70477 26.24529 1.028 -0.415 -1.776
C -0.06143 -6.32151 25.16475 2.730 -0.572 0.526
H -3.15793 -7.75812 28.44866 0.761 -1.079 -0.637
H -4.80707 -7.42248 28.86971 0.216 0.214 0.242
H -3.38772 -6.64800 29.73765 -0.581 -0.146 -0.470
H -4.33076 -4.99937 28.12741 -0.043 0.397 0.010
H -4.28775 -6.24424 26.83893 -0.067 0.495 0.185
H -0.24612 -6.09947 24.11637 -0.845 0.758 0.302
H -0.16909 -7.40464 25.24507 0.120 0.037 0.122
H 1.01920 -6.03083 25.33388 -1.275 -0.489 -0.140
C 0.64282 -10.68540 19.32407 0.475 -0.220 -0.921
N -0.53490 -10.94367 18.47942 -0.442 0.464 1.392
C -1.81081 -11.10118 19.19686 0.318 1.613 -1.007
C -0.40112 -11.18808 17.18390 -0.841 -0.412 -2.089
O -1.25587 -11.49863 16.34488 0.281 0.281 1.386
H 0.77323 -11.60590 19.88818 0.388 0.114 0.527
H 0.51992 -9.80678 20.00247 -0.041 -0.625 -0.742
H 1.55325 -10.57607 18.65490 -1.086 0.087 0.926
H -2.64467 -10.88169 18.52504 0.207 -0.251 -0.045
H -1.92540 -12.05503 19.63696 -0.027 -1.234 0.350
H -1.83601 -10.35556 19.98391 0.028 0.139 0.206
H 0.61501 -11.07869 16.82605 0.761 0.172 0.087
C 0.97832 -9.23848 23.05145 -0.084 -0.216 -0.062
N 2.20578 -9.78010 22.57279 2.546 -1.830 -0.753
C 2.52397 -11.18247 22.92797 0.006 0.522 0.287
C 3.03200 -9.19561 21.63706 -0.663 0.936 0.437
O 3.87354 -9.72300 20.93183 -0.455 -0.098 0.658
H 0.87937 -9.19549 24.13785 0.231 -0.492 0.085
H 0.19150 -9.84220 22.60202 -0.570 0.302 0.268
H 0.92363 -8.22055 22.74737 -0.296 0.892 -0.583
H 2.56879 -11.23720 24.00059 0.087 0.107 0.755
H 1.72809 -11.88294 22.68327 -0.020 -0.037 -0.634
H 3.51850 -11.50481 22.57414 -0.742 0.347 -0.295
H 2.87617 -8.08800 21.63334 -0.116 -0.382 -0.238
C 1.93242 -5.32733 17.68763 0.815 0.896 1.825
N 0.83304 -6.22696 17.99139 -0.001 -0.276 -2.164
C 0.10870 -6.79947 16.82845 1.327 0.195 -0.179
C 0.48044 -6.61682 19.20202 -1.410 -1.051 0.455
O -0.44152 -7.38548 19.46660 0.102 0.127 -0.333
H 2.60740 -5.14248 18.58269 -0.910 -0.580 -0.825
H 1.61299 -4.32871 17.41504 -0.538 0.240 -0.126
H 2.56606 -5.64084 16.87647 0.100 -0.705 -0.273
H -0.73810 -6.20714 16.52921 -0.519 0.253 0.161
H 0.81577 -6.76503 15.98817 -0.195 -0.105 0.161
H -0.17926 -7.83747 16.97587 -0.065 0.123 0.347
H 1.03697 -6.21215 19.99771 1.234 0.861 1.111
C -3.78030 -6.40307 20.60443 -2.012 -2.490 -0.667
N -3.09058 -5.48671 21.43002 2.682 1.317 1.489
C -2.60866 -5.83244 22.77705 -0.293 -0.643 0.491
C -2.29261 -4.57707 20.80696 -0.759 0.088 -2.382
O -1.35630 -3.88127 21.14006 -0.131 -0.143 1.470
H -3.50327 -6.42236 19.52670 0.516 0.113 0.922
H -4.85252 -6.18296 20.57713 -0.003 -0.004 0.179
H -3.75523 -7.47385 21.01959 0.423 1.589 -0.578
H -3.30721 -5.64610 23.60186 -0.228 0.265 -0.478
H -2.39142 -6.90853 22.87642 0.141 0.294 -0.367
H -1.70685 -5.24066 22.98523 -0.327 -0.207 -0.225
H -2.58773 -4.48003 19.74875 -0.280 -0.194 -0.143
```
Positions in Å, forces in eV/Å.


2.
DFT (ωB97M-V/def2-TZVPD) results for a cluster of 9 separate species, C32H68N9O11P in total in a non-equilibrium geometry.

Computed properties:
Largest force on an atom   3.41 eV/Å
Net charge   0
LUMO   -0.3446 eV
Orbital gap   7.462 eV
DFT total energy   -2921.9798 Eh

```
121
Properties=species:S:1:pos:R:3:forces:R:3
C -2.37882 5.04081 -0.43009 -0.348 0.369 0.184
C -3.22504 5.16605 0.85604 1.030 -0.583 -0.555
P -3.57958 3.69025 1.88829 -1.076 0.579 1.071
C -4.56841 2.54342 0.86937 0.357 -0.283 -0.933
C -3.92136 1.96414 -0.41892 -0.413 0.453 0.448
C -2.03812 2.81063 2.25889 0.163 -0.240 -0.062
C -1.75089 2.37265 3.49940 -0.170 0.178 -0.116
N -2.46457 2.49354 4.69294 0.448 -0.079 0.113
C -0.41642 1.69751 3.47311 0.371 0.000 0.471
O 0.27512 1.39445 4.41002 -0.428 -0.110 -0.522
O -0.07193 1.51941 2.17539 0.542 0.562 0.140
C -0.88969 2.39290 1.41108 0.112 -0.420 -0.588
O -0.55022 2.67642 0.30642 -0.314 -0.116 0.488
H -2.47847 4.06626 -0.88985 0.112 0.009 -0.123
H -1.33642 5.24802 -0.21033 0.124 -0.243 -0.054
H -2.67643 5.81073 -1.14017 -0.024 -0.002 -0.061
H -2.69399 5.82904 1.53836 -0.279 0.269 0.082
H -4.19557 5.59981 0.62417 -0.169 0.011 0.234
H -4.95026 1.75571 1.51654 0.165 -0.053 0.149
H -5.44671 3.12455 0.58066 -0.090 0.108 0.186
H -4.17750 0.91748 -0.54423 0.085 -0.069 -0.084
H -2.84461 2.07526 -0.37918 0.060 -0.325 -0.152
H -4.29337 2.53866 -1.26585 0.091 -0.103 -0.194
H -1.80943 2.45532 5.46865 -0.008 -0.113 0.004
H -3.11680 1.73009 4.82778 -0.298 0.213 -0.163
C -1.08177 -3.64422 1.30206 -0.811 0.055 0.643
N -1.54347 -2.37174 0.76912 0.105 -0.088 0.139
C -1.82968 -1.22894 1.43049 0.186 -0.174 -0.209
C -1.67243 -1.24686 2.93362 -0.059 0.022 -0.033
O -2.19155 -0.23097 0.81869 -0.069 0.157 0.229
H -0.11125 -3.89142 0.86893 -2.070 0.357 2.683
H -1.77875 -4.44156 1.05645 -0.036 -0.070 0.030
H -0.98006 -3.59156 2.38145 -0.080 0.056 0.067
H -1.66909 -2.29869 -0.22848 -0.045 -0.017 -0.029
H -1.94415 -0.26867 3.31387 -0.093 0.009 0.006
H -2.32921 -1.99233 3.38310 0.054 -0.037 0.014
H -0.64200 -1.46374 3.21666 0.003 -0.043 0.002
C 4.80543 2.86789 0.78630 0.133 -0.037 -0.207
N 4.69769 2.05405 -0.40845 -0.021 0.006 0.047
C 3.65375 1.27372 -0.79928 -0.135 -0.120 0.048
C 2.44953 1.21283 0.10485 0.086 -0.039 0.000
O 3.70649 0.63372 -1.83759 0.128 -0.008 -0.089
H 4.95043 3.91694 0.52273 -0.043 0.025 0.059
H 5.65467 2.54677 1.39279 -0.032 0.012 0.062
H 3.90346 2.78423 1.38256 -0.026 -0.003 0.007
H 5.47196 2.04546 -1.05286 0.008 0.017 -0.015
H 1.71614 0.55318 -0.34686 -0.025 0.004 -0.024
H 2.72784 0.81249 1.08125 -0.066 0.061 0.058
H 1.99357 2.19245 0.23966 -0.003 -0.013 0.051
C 0.03225 -7.38628 4.80387 -0.010 0.313 -0.044
N -0.39463 -6.84529 3.52129 0.038 -0.125 0.054
C -1.31677 -7.35236 2.66247 -0.088 0.012 -0.059
C -2.02477 -8.62400 3.07547 -0.031 0.007 -0.063
O -1.55139 -6.80242 1.59724 0.006 -0.071 0.073
H -0.18691 -6.68073 5.60779 -0.061 -0.026 0.010
H 1.09996 -7.59158 4.79107 0.000 -0.111 0.040
H -0.48792 -8.31537 5.00558 0.037 -0.045 0.027
H 0.03049 -5.98937 3.19968 0.067 0.014 -0.026
H -2.71823 -8.89524 2.28601 0.005 0.039 -0.037
H -1.31922 -9.44314 3.22435 -0.003 0.004 0.065
H -2.58107 -8.47267 4.00068 0.033 -0.046 0.044
C 2.80156 -2.37187 -2.74452 -0.112 -0.213 -0.290
N 2.05550 -3.61560 -2.84948 0.031 0.030 0.147
C 1.27091 -4.20007 -1.90515 0.111 0.132 -0.089
C 1.10543 -3.46009 -0.59822 0.747 -0.192 -1.093
O 0.72179 -5.26989 -2.12472 -0.018 -0.014 0.065
H 2.45464 -1.66127 -3.49462 0.048 0.118 0.080
H 3.86570 -2.54999 -2.90773 0.017 0.054 0.055
H 2.67360 -1.92406 -1.76724 -0.004 0.041 0.012
H 2.10248 -4.13309 -3.71220 0.027 -0.017 -0.020
H 0.45867 -4.04294 0.04966 1.962 -0.312 -2.575
H 2.05726 -3.31812 -0.09272 0.018 0.091 0.060
H 0.64790 -2.48457 -0.77287 0.073 0.025 0.103
C -1.36409 6.09001 -5.41532 -0.297 0.086 0.162
N -1.53193 6.60580 -4.06423 0.098 -0.023 -0.047
C -0.57933 6.97026 -3.17304 -0.007 -0.025 0.058
C 0.86233 6.83123 -3.60622 0.019 0.015 0.056
O -0.87995 7.38966 -2.06475 0.049 0.094 -0.053
H -1.85512 6.75311 -6.12807 0.140 -0.117 -0.018
H -1.81216 5.09697 -5.48847 0.092 -0.035 -0.050
H -0.31123 6.01546 -5.66472 0.022 -0.004 0.010
H -2.47047 6.72003 -3.71681 -0.024 0.012 -0.017
H 1.49472 7.15951 -2.78756 -0.031 0.015 0.036
H 1.09863 5.79329 -3.84232 0.012 0.011 -0.064
H 1.06580 7.44795 -4.48218 0.017 -0.055 -0.042
C -5.45652 10.59987 -7.61908 -0.053 -0.246 -0.008
N -4.66160 9.38749 -7.57428 -0.004 0.083 0.002
C -3.31397 9.26892 -7.47109 0.032 -0.022 0.010
C -2.50582 10.54231 -7.39102 0.037 -0.037 0.002
O -2.78601 8.16752 -7.44395 -0.055 0.095 -0.058
H -6.16083 10.62400 -6.78630 0.010 0.071 0.012
H -6.02345 10.64883 -8.54994 0.011 0.071 -0.008
H -4.81866 11.47433 -7.55682 0.016 0.017 0.002
H -5.14071 8.50241 -7.62431 -0.013 -0.009 -0.004
H -1.45742 10.27427 -7.31263 0.003 -0.048 0.000
H -2.64968 11.15081 -8.28428 -0.024 0.052 0.032
H -2.78769 11.12661 -6.51472 -0.017 0.052 -0.032
C 1.76338 -9.24104 0.50049 -0.128 0.137 0.118
N 1.68201 -9.17271 1.94874 0.053 -0.114 0.038
C 2.52100 -9.70718 2.87002 0.023 0.064 -0.052
C 3.71740 -10.47343 2.35546 0.000 -0.039 0.066
O 2.31916 -9.56116 4.06805 0.004 -0.034 -0.044
H 1.84296 -8.23904 0.07799 0.005 -0.015 -0.060
H 0.86867 -9.71324 0.09277 0.035 -0.013 -0.042
H 2.62972 -9.81738 0.19546 0.026 -0.025 0.004
H 0.91763 -8.65240 2.35065 -0.001 0.101 -0.032
H 4.28590 -10.82801 3.20896 -0.023 0.011 0.043
H 3.40328 -11.33011 1.75858 0.036 0.022 -0.060
H 4.35524 -9.83305 1.74571 -0.013 -0.035 -0.061
C 5.75547 -2.09568 3.28325 -0.025 -0.113 -0.200
N 4.58888 -2.60599 2.58984 -0.057 0.026 0.051
C 3.28305 -2.50849 2.95310 0.123 0.107 0.110
C 2.97266 -1.78051 4.24072 -0.039 -0.045 -0.057
O 2.40505 -2.99035 2.25608 -0.120 -0.084 -0.003
H 6.29621 -1.39010 2.65027 0.009 0.042 0.050
H 6.43206 -2.91143 3.54284 0.011 0.028 0.062
H 5.46262 -1.58707 4.19506 -0.010 0.009 0.017
H 4.72984 -3.10082 1.72330 0.018 -0.002 -0.018
H 1.89712 -1.78876 4.38343 -0.021 0.017 -0.023
H 3.44674 -2.27302 5.09036 0.039 0.047 0.015
H 3.31380 -0.74580 4.19576 0.004 0.000 0.053
```
Positions in Å, forces in eV/Å.


Question: Among the records above, which one has the highest largest force on an atom?
Answer: C32H68N4O19


Question: Which of these has the lowest largest force on an atom?
Answer: C32H68N9O11P